[1]
The following is a quantum chemistry calculation of an isolated molecule of C4H7N3, from OMol25.

Positions of all 14 atoms, in Å:
H 3.1010 -1.6566 -0.8998
N 3.9164 -1.0365 -0.7207
N 3.5419 0.0298 -0.1796
C 2.2451 0.2457 0.0975
C 1.0999 0.4755 0.4434
N -0.1541 0.6758 0.8093
C -1.2369 -0.2542 0.5042
C -2.2114 0.3053 -0.5249
H -0.3915 1.5512 1.2528
H -0.7698 -1.1727 0.1379
H -1.7610 -0.5045 1.4345
H -1.6972 0.5087 -1.4689
H -2.6616 1.2399 -0.1713
H -3.0207 -0.4074 -0.7143

**Energy above the lowest of the compared OMol25 structures with the same formula, charge and spin**: 355.0 kJ/mol
**E**: -8727.99980 eV
**E_HOMO**: -8.61 eV
**SMILES string**: [H]/N=N\C#CNCC
**Lowest unoccupied orbital energy**: 0.0234 Ha
**F_max**: 0.5 eV Å⁻¹

***

[2]
The following is a quantum chemistry calculation of a structure of composition C17H39AlO14P2 at a distorted geometry, from OMol25.

Positions of all 73 atoms, in Å:
Al 0.8798 0.2786 -0.4936
O 2.1294 -3.2497 0.4743
C 1.7177 -2.0211 0.2608
O 0.5404 -1.7921 0.0370
O 2.4408 -1.0467 -0.0720
H 1.2453 -3.6151 0.3943
C -2.9568 -0.2519 -4.7678
C -3.2405 0.3943 -3.3862
O -2.1399 0.4452 -2.4984
P -1.6591 -0.7348 -1.5307
O -0.3119 -0.5875 -0.9988
O -2.9348 -0.9763 -0.5074
C -3.5886 0.0466 0.2338
C -3.7262 -0.3941 1.6724
O -1.7945 -2.0910 -2.3655
C -1.8151 -3.4045 -1.8949
C -0.4207 -3.8754 -1.4937
H -3.9771 -0.2886 -5.1496
H -2.4766 0.4391 -5.4607
H -2.4975 -1.2399 -4.7369
H -3.5705 1.4124 -3.5931
H -3.9913 -0.1833 -2.8469
H -2.9033 0.8934 0.1959
H -4.5113 0.3520 -0.2594
H -2.7910 -0.9108 1.8885
H -3.6892 0.4071 2.4105
H -4.5967 -1.0477 1.7289
H -2.7226 -3.5998 -1.3235
H -2.0609 -4.1327 -2.6679
H 0.2507 -3.6864 -2.3314
H -0.0905 -3.1601 -0.7404
H -0.2277 -4.8436 -1.0318
C 0.4046 2.3422 4.6274
C 0.7804 2.1492 3.1997
O 2.0933 1.4949 3.0471
P 2.2330 0.2286 2.0849
O 1.5411 0.4426 0.8047
O 1.7656 -1.0895 2.9066
C 2.4259 -1.6755 3.9211
C 3.1259 -0.6947 4.7728
O 3.8530 0.0526 2.0320
C 4.5073 -0.7258 1.0213
C 6.0156 -0.4853 1.2008
H 1.1346 2.9472 5.1651
H -0.6148 2.7237 4.6858
H 0.3688 1.3726 5.1241
H -0.0333 1.6537 2.6700
H 0.7601 3.1385 2.7427
H 1.6221 -2.1837 4.4537
H 3.1543 -2.3333 3.4469
H 2.3353 -0.1281 5.2648
H 3.5963 -1.3517 5.5044
H 3.8065 -0.0391 4.2296
H 4.1782 -1.7649 1.0157
H 4.2598 -0.5283 -0.0217
H 6.5527 -1.0485 0.4376
H 6.3655 0.5122 0.9352
H 6.3788 -1.0533 2.0573
C -3.4842 3.5597 -1.5627
C -2.2386 2.8863 -1.1368
O -1.5047 2.7676 -2.3791
C -0.4099 1.9699 -2.5973
O 0.2209 1.2354 -1.8159
O -0.1139 2.1494 -3.8734
C 1.2382 1.8448 -4.2349
H -3.2598 4.5808 -1.8711
H -4.1572 3.5903 -0.7059
H -4.0869 3.1148 -2.3545
H -2.4743 1.9037 -0.7282
H -1.8223 3.5187 -0.3527
H 1.6443 0.8859 -3.9129
H 1.9120 2.4756 -3.6550
H 1.4156 2.0253 -5.2951

**Energy above the lowest of the compared OMol25 structures with the same formula, charge and spin**: 7.5 kJ/mol
**Total charge**: +2
**E**: -72085.21888 eV
**E_HOMO**: -15.13 eV
**Lowest unoccupied orbital energy**: -0.2233 Ha
**F_max**: 13.4 eV Å⁻¹

***

[3]
The following is a quantum chemistry calculation of an isolated molecule of C8H14N2O at a distorted geometry, from OMol25.

Positions of all 25 atoms, in Å:
C 3.1606 -2.3735 1.6030
C 2.7638 -2.1293 0.1515
O 3.3241 -2.7124 -0.7433
C 1.7693 -1.2103 -0.2359
C 0.8796 -0.5964 0.6232
N -0.0824 0.3130 0.1857
C -0.5878 0.3128 -1.2198
N -0.6728 1.0403 1.1730
C -0.7551 2.3675 1.1331
C 0.0025 3.2187 0.1765
C -1.6839 3.0682 2.0984
H 3.3603 -1.4020 2.0288
H 2.3652 -2.8815 2.1177
H 4.0465 -3.0155 1.7154
H 1.7858 -1.0085 -1.2970
H 0.9085 -0.7612 1.6880
H -1.5166 0.8785 -1.3421
H -0.8148 -0.6943 -1.5339
H 0.1900 0.7627 -1.8621
H 1.0906 3.1138 0.3291
H -0.3041 2.9480 -0.9098
H -0.2243 4.2860 0.2931
H -1.1518 3.4118 3.0043
H -2.4751 2.3817 2.4541
H -2.1488 3.9115 1.5985

**Energy above the lowest of the compared OMol25 structures with the same formula, charge and spin**: 218.3 kJ/mol
**E**: -13548.40092 eV
**E_HOMO**: -7.62 eV
**SMILES string**: CC(=O)/C=C/N(C)N=C(C)C
**Lowest unoccupied orbital energy**: 0.0238 Ha
**F_max**: 4.1 eV Å⁻¹

***

[4]
The following is a quantum chemistry calculation of an isolated molecule of C9H16N6O2 at a distorted geometry, from OMol25.

Positions of all 33 atoms, in Å:
C 1.5294 2.4071 -0.5954
C 1.5543 0.9356 -1.0412
N 0.5166 0.7272 -2.0816
C -0.6441 0.2793 -1.7507
N -1.4813 0.1084 -2.7564
N -0.9808 -0.1917 -0.5283
C -2.2645 0.1703 -0.0057
C -1.9091 1.0122 1.2452
C -0.5751 0.4746 1.7672
O -0.8636 -0.4179 2.8475
O 0.2159 1.5064 2.3314
C 0.0120 -0.3607 0.5433
N -0.0294 -1.8047 0.7847
C 0.9795 -2.3042 0.2286
N 1.1000 -3.6279 0.0328
N 1.9240 -1.4288 -0.2583
C 1.4784 -0.0650 0.1207
H 1.7314 2.9891 -1.5060
H 0.5748 2.7072 -0.1857
H 2.3085 2.6096 0.1437
H 2.5472 0.7629 -1.4823
H -2.0649 -0.7033 -2.5835
H -0.9985 0.1749 -3.6348
H -2.8677 -0.6799 0.2977
H -2.8839 0.7463 -0.7220
H -2.6840 0.9692 2.0030
H -1.8841 2.0375 0.9495
H -0.9309 -1.2750 2.3516
H -0.1581 1.6872 3.1814
H 0.4381 -4.1862 0.5630
H 2.0498 -4.0024 -0.0495
H 2.2215 -1.5557 -1.1944
H 2.0386 0.2985 0.9846

**Energy above the lowest of the compared OMol25 structures with the same formula, charge and spin**: 0.0 kJ/mol
**E**: -22628.62213 eV
**E_HOMO**: -8.12 eV
**SMILES string**: C[C@@H]1N=C(N)N2CCC(O)(O)[C@@]23N=C(N)N[C@@H]13
**Lowest unoccupied orbital energy**: 0.0297 Ha
**F_max**: 4.4 eV Å⁻¹

***

[5]
The following is a quantum chemistry calculation of an isolated molecule of C10H7N at a distorted geometry, from OMol25.

Positions of all 18 atoms, in Å:
C 4.2516 -0.2537 -0.2487
C 3.0979 -0.6084 -0.2199
N 1.9251 -1.0957 -0.1587
C 0.7871 -0.4230 0.1590
C 0.8108 0.9261 0.6044
C -0.1560 1.7337 0.1412
C -1.3332 1.2480 -0.5663
C -1.5155 -0.0545 -0.6216
C -0.5409 -0.9500 -0.0729
C -0.8238 -2.4498 -0.2862
C -1.5829 -1.9830 0.6675
H 5.2502 0.0046 -0.0606
H 1.7736 1.2071 0.9803
H -0.3034 2.8516 0.4964
H -1.9267 2.1685 -0.8367
H -2.4933 -0.5996 -1.0551
H -0.5318 -3.3395 -0.9315
H -2.2117 -2.2083 1.4822

**Energy above the lowest of the compared OMol25 structures with the same formula, charge and spin**: 0.0 kJ/mol
**E**: -11965.98168 eV
**E_HOMO (alpha / beta)**: -7.86 / -7.86 eV
**SMILES string**: C#C/N=C1\C=CC=CC12C=C2
**Lowest unoccupied orbital energy (alpha / beta)**: -0.0190 / -0.0190 Ha
**F_max**: 6.4 eV Å⁻¹